[1]
C24H34BBr2F9O18Zn | wB97M-V/def2-TZVPD

Output
- Strongest force on any atom: 5.0 eV Å⁻¹
- Orbital gap: 8.69 eV
- Total charge: 0
- Spin multiplicity: 1

CARTESIAN COORDINATES (ANGSTROEM)
Zn -0.635 0.492 0.439
B 2.147 0.941 0.868
F 1.409 0.097 -0.127
F 0.955 1.695 1.357
F 2.752 0.253 1.816
F 3.050 1.791 0.244
C -3.686 -0.533 0.775
C -3.358 0.810 0.153
C -4.523 1.830 0.137
O -2.250 1.344 0.920
H -2.801 -1.127 0.924
H -4.414 -1.072 0.170
H -4.173 -0.310 1.719
H -2.917 0.624 -0.846
H -4.055 2.714 -0.278
H -4.923 2.024 1.171
H -5.337 1.573 -0.478
C 4.534 -1.424 -5.584
C 4.292 0.046 -5.882
O 2.959 0.247 -5.396
C 2.458 -0.898 -4.809
O 1.317 -1.029 -4.414
O 3.326 -1.893 -4.942
F 4.368 0.230 -7.219
H 5.460 -1.546 -5.020
H 4.542 -2.061 -6.454
H 4.987 0.717 -5.260
C 1.055 -1.393 5.015
C 0.191 -2.673 4.794
O -0.085 -2.711 3.443
C 0.150 -1.466 2.958
O -0.219 -1.093 1.870
O 0.886 -0.707 3.732
F -0.976 -2.689 5.467
H 2.116 -1.708 5.127
H 0.727 -0.731 5.832
H 0.809 -3.547 5.055
C -3.415 2.182 4.781
C -2.079 1.684 4.244
O -2.116 0.320 4.404
C -3.098 -0.031 5.312
O -3.185 -1.114 5.828
O -3.898 1.001 5.533
F -1.160 2.227 5.095
H -4.160 2.562 4.093
H -3.299 2.972 5.555
H -1.859 1.917 3.199
C -0.546 -4.323 -0.512
C -0.329 -4.149 -2.056
O -0.379 -2.726 -2.225
C -0.925 -2.148 -1.087
O -1.326 -1.018 -1.035
O -1.069 -3.079 -0.107
F -1.283 -4.792 -2.746
H 0.435 -4.544 -0.164
H -1.317 -5.025 -0.228
H 0.614 -4.494 -2.440
C 3.846 -2.320 -0.638
C 3.432 -3.008 0.714
O 4.565 -3.752 1.137
C 5.559 -3.543 0.201
O 6.654 -4.083 0.326
O 5.239 -2.756 -0.792
F 2.394 -3.886 0.515
H 3.881 -1.256 -0.492
H 3.178 -2.729 -1.400
H 3.099 -2.312 1.542
Br -3.725 4.920 1.870
C -2.030 5.392 2.588
C -0.941 5.051 1.545
Br 0.778 5.183 2.376
H -1.994 4.671 3.404
H -2.006 6.450 2.901
H -1.001 5.776 0.751
H -1.018 4.056 1.184
O -0.344 1.753 -1.496
C 0.221 2.092 -2.540
O -0.233 1.901 -3.755
C -1.306 0.958 -3.850
C -2.050 1.261 -5.113
C 1.619 2.611 -2.577
H -1.940 1.021 -2.944
H -0.939 -0.060 -3.949
H -1.379 1.351 -5.939
H -2.545 2.250 -5.140
H -2.730 0.502 -5.421
H 1.707 3.535 -3.105
H 2.330 1.958 -3.058
H 1.932 2.774 -1.565

[2]
C9H9NO2S2 | wB97M-V/def2-TZVPD

Output
- Strongest force on any atom: 1.9 eV Å⁻¹
- Orbital gap: 8.32 eV
- Total charge: 0
- Spin multiplicity: 1
- Energy relative to the best compared isomer or geometry (same formula, charge and spin): 34.6 kcal per mole

CARTESIAN COORDINATES (ANGSTROEM)
O 0.833 0.207 1.476
O 1.779 3.675 -1.236
S -0.180 -1.153 -1.949
S 1.946 0.960 -1.276
C 0.715 -0.181 -0.747
C -2.694 -3.285 0.380
C -2.327 -2.771 1.602
C -2.086 -2.818 -0.758
C -1.325 -1.804 1.750
C -1.047 -1.892 -0.665
C -0.672 -1.357 0.592
N 0.372 -0.409 0.508
C 2.897 3.753 -0.322
C 1.020 2.514 -1.059
H -3.445 -4.071 0.303
H -2.796 -3.165 2.491
H -2.393 -3.170 -1.756
H -1.032 -1.363 2.714
H 3.825 3.499 -0.881
H 3.004 4.743 0.129
H 2.796 3.034 0.500
H 0.643 2.537 -0.053
H 0.164 2.518 -1.745

[3]
Br2H2N2S | wB97M-V/def2-TZVPD

Output
- Strongest force on any atom: 2.9 eV Å⁻¹
- Orbital gap: 8.62 eV
- Total charge: 0
- Spin multiplicity: 1
- Energy relative to the best compared isomer or geometry (same formula, charge and spin): 8.5 kcal per mole

CARTESIAN COORDINATES (ANGSTROEM)
N -1.191 -0.428 -0.242
N 0.787 0.907 -0.044
S 0.269 -0.285 -0.968
Br -1.088 -1.407 1.502
Br 2.101 0.502 1.182
H -1.926 -0.945 -0.728
H 1.048 1.656 -0.703

[4]
C6H9F3NO2 | wB97M-V/def2-TZVPD

Output
- Strongest force on any atom: 5.3 eV Å⁻¹
- Orbital gap (spin up / spin down): 5.03 / 5.03 eV
- Total charge: -1
- Spin multiplicity: 1
- Energy relative to the best compared isomer or geometry (same formula, charge and spin): 59.4 kcal per mole

CARTESIAN COORDINATES (ANGSTROEM)
C -1.904 1.802 -0.587
C -2.105 -1.332 0.845
C -1.318 -0.724 -0.286
C -1.980 0.445 -1.037
C 2.210 0.253 0.082
C 3.534 -0.322 -0.216
N 1.395 -0.264 0.919
O -2.371 2.748 -1.122
O -1.047 2.021 0.489
F 3.657 -1.551 0.242
F 4.539 0.429 0.410
F 3.901 -0.304 -1.550
H -1.583 -1.189 1.806
H -2.261 -2.405 0.746
H -3.049 -0.893 0.872
H -1.294 -1.571 -1.084
H -0.228 -0.551 0.031
H -2.490 0.459 -2.049
H 1.845 1.223 -0.351
H 1.474 -1.211 1.252
H -0.926 2.936 0.587

[5]
C12H31Ba2CuO9P2 | wB97M-V/def2-TZVPD

Output
- Strongest force on any atom: 6.2 eV Å⁻¹
- Orbital gap: 3.71 eV
- Total charge: +4
- Spin multiplicity: 1
- Energy relative to the best compared isomer or geometry (same formula, charge and spin): 0.0 kcal per mole

CARTESIAN COORDINATES (ANGSTROEM)
Cu -0.011 2.269 3.126
Ba -3.110 2.704 1.118
Ba -2.778 0.659 4.776
O -1.548 0.721 2.337
H -1.271 -0.164 2.644
C 0.387 -5.875 2.751
C -0.662 -4.959 2.019
O -1.238 -4.094 3.111
P -0.846 -2.530 3.012
O -1.461 -1.721 4.135
O 0.814 -2.535 3.002
C 1.676 -1.379 3.220
C 3.020 -1.874 3.079
O -1.141 -2.106 1.425
C -2.492 -2.070 0.931
C -2.599 -2.722 -0.446
H -0.075 -6.688 3.311
H 0.739 -6.486 1.920
H 1.260 -5.274 3.009
H -0.254 -4.445 1.148
H -1.420 -5.626 1.608
H 1.390 -0.544 2.580
H 1.634 -1.089 4.269
H 3.778 -1.154 3.389
H 3.184 -2.686 3.787
H 3.296 -2.199 2.076
H -3.130 -2.664 1.586
H -2.907 -1.091 0.692
H -3.516 -2.597 -1.022
H -1.799 -2.334 -1.075
H -2.484 -3.802 -0.348
C 1.033 -0.266 -0.767
C 0.455 1.094 -0.414
O 0.548 1.697 -1.674
P -0.098 3.204 -1.780
O -1.280 3.526 -0.898
O -0.453 3.327 -3.406
C -1.031 4.466 -3.879
C -1.511 4.331 -5.382
O 1.159 4.205 -1.602
C 2.441 3.773 -2.063
C 2.457 3.453 -3.583
H 0.938 -1.022 0.012
H 0.409 -0.521 -1.624
H 2.088 -0.046 -0.929
H -0.503 0.808 0.021
H 0.949 1.724 0.325
H -1.920 4.605 -3.262
H -0.446 5.334 -3.576
H -0.893 4.926 -6.055
H -1.610 3.342 -5.830
H -2.535 4.701 -5.444
H 3.229 4.491 -1.836
H 2.719 2.927 -1.434
H 3.416 3.129 -3.988
H 1.742 2.748 -4.007
H 2.262 4.397 -4.094

[6]
C8H12N4 | wB97M-V/def2-TZVPD

Output
- Strongest force on any atom: 7.1 eV Å⁻¹
- Orbital gap: 8.17 eV
- Total charge: 0
- Spin multiplicity: 1
- Energy relative to the best compared isomer or geometry (same formula, charge and spin): 70.8 kcal per mole

CARTESIAN COORDINATES (ANGSTROEM)
C 2.395 1.407 -3.481
C 1.517 -1.416 -1.420
C 0.746 0.606 -1.729
C 2.025 0.513 -2.424
N 0.443 -0.536 -1.142
N 2.479 -0.800 -2.111
H -0.228 -0.480 -0.521
H 1.454 -2.576 -1.524
H 0.170 1.512 -1.746
H 1.647 1.764 -4.167
H 3.242 0.822 -4.133
H 2.851 2.424 -3.066
C -1.125 -2.174 1.817
C -1.423 -0.705 2.144
C -1.687 1.421 1.492
C -1.945 0.021 3.219
N -1.220 0.209 1.089
N -2.167 1.364 2.731
H -1.435 2.257 0.836
H -1.950 -2.440 1.071
H -0.899 -2.833 2.660
H -2.174 2.238 3.303
H -2.197 -0.090 4.352
H -0.250 -2.288 1.259

Computed E_tot, in the same sequence as the records: -275939.1494; -36731.8461; -153930.0503; -20104.3906; -95942.1279; -14448.4838 eV.